(1)
{
  "formula": "C22H23F4N4O2Pd",
  "method": "the ωB97M-V functional and the def2-TZVPD basis",
  "homo_ev": -10.31,
  "de_lowest_kj_mol": 27.3,
  "total_energy_ha": -1748.77539,
  "orbital_gap_ha": 0.2470,
  "total_charge": 1,
  "e_lumo_ev": -3.58,
  "max_force_ev_per_a": 0.3,
  "species": ["Pd", "C", "N", "C", "C", "C", "N", "C", "C", "F", "C", "F", "C", "C", "F", "C", "F", "H", "H", "H", "H", "H", "H", "H", "H", "H", "H", "H", "O", "C", "C", "C", "C", "N", "C", "C", "C", "C", "C", "C", "O", "C", "C", "N", "H", "H", "H", "H", "H", "H", "H", "H", "H", "H", "H", "H"],
  "coordinates": [[-1.1715, -0.1317, 0.3221], [-3.5819, -1.2119, 1.5591], [-3.1952, -0.7057, 0.2264], [-3.5134, -1.7201, -0.8019], [-3.9976, 0.5188, -0.0931], [-3.3305, 1.7217, 0.5340], [-1.9634, 1.6635, 0.0310], [-1.2972, 2.8259, -0.2655], [-0.3829, 2.8685, -1.3294], [-0.1442, 1.7500, -2.0311], [0.3320, 4.0062, -1.6369], [1.2151, 3.9507, -2.6427], [0.1529, 5.1862, -0.9418], [-0.7529, 5.1715, 0.0997], [-0.9516, 6.2756, 0.8245], [-1.4403, 4.0234, 0.4478], [-2.2376, 4.0536, 1.5295], [-4.6462, -1.4622, 1.5741], [-3.3791, -0.4557, 2.3140], [-3.0056, -2.1042, 1.7966], [-4.5979, -1.8179, -0.8979], [-3.1071, -2.6885, -0.5258], [-3.0954, -1.4075, -1.7556], [-5.0334, 0.3545, 0.2143], [-3.9625, 0.6472, -1.1735], [-3.4068, 1.7102, 1.6263], [-3.8337, 2.6287, 0.1937], [0.6993, 6.0818, -1.1987], [5.6197, 0.4251, -0.0759], [4.8589, 1.5583, 0.2782], [3.4235, 1.1493, 0.4356], [2.4961, 2.0194, 0.9928], [1.1701, 1.6442, 1.0573], [0.7467, 0.4593, 0.6128], [1.6507, -0.4316, 0.1624], [2.9879, -0.1102, 0.0430], [1.1204, -1.8002, -0.0634], [1.9015, -2.8389, -0.5351], [1.3924, -4.1295, -0.5751], [2.2567, -5.2801, -1.0354], [3.0834, -5.7419, 0.0161], [0.1037, -4.3314, -0.1062], [-0.6353, -3.2454, 0.3212], [-0.1626, -2.0002, 0.3189], [6.5341, 0.6858, -0.2200], [4.9052, 2.3312, -0.4980], [5.2054, 2.0058, 1.2152], [2.7872, 2.9919, 1.3679], [0.4206, 2.3009, 1.4740], [3.7069, -0.8249, -0.3248], [2.9162, -2.6537, -0.8580], [2.9330, -4.9380, -1.8174], [1.6368, -6.0775, -1.4542], [2.5505, -6.2055, 0.6705], [-0.3369, -5.3200, -0.0872], [-1.6445, -3.3749, 0.6858]],
  "forces_ev_per_angstrom": [[-0.1, 0.0, 0.3], [0.0, 0.0, 0.0], [-0.1, 0.0, -0.2], [0.0, 0.0, 0.1], [0.2, 0.0, 0.0], [0.1, 0.0, -0.1], [-0.2, -0.1, 0.2], [0.1, 0.0, 0.0], [0.1, 0.0, 0.2], [0.0, -0.1, -0.1], [0.0, 0.0, -0.1], [0.0, 0.0, 0.0], [0.0, 0.0, 0.0], [0.0, 0.0, 0.0], [0.0, 0.0, 0.0], [0.0, 0.0, -0.1], [0.0, 0.0, 0.0], [0.0, 0.0, 0.0], [0.0, 0.0, 0.0], [0.0, 0.0, 0.0], [0.0, 0.0, 0.0], [0.0, 0.0, 0.0], [0.0, 0.0, 0.0], [0.0, 0.0, 0.1], [0.0, 0.0, 0.0], [0.0, 0.0, 0.0], [0.0, 0.0, 0.0], [0.0, 0.0, 0.0], [0.0, 0.0, 0.0], [0.0, 0.0, 0.0], [0.0, 0.0, 0.0], [0.0, 0.0, 0.0], [0.0, 0.0, 0.0], [0.2, 0.0, -0.2], [-0.1, -0.1, 0.0], [0.0, 0.0, 0.0], [0.0, 0.0, 0.1], [0.0, 0.0, 0.1], [0.0, -0.1, 0.0], [0.0, 0.0, 0.0], [0.0, 0.0, 0.0], [0.0, 0.0, 0.0], [-0.1, 0.1, 0.0], [0.1, 0.2, -0.1], [0.0, 0.0, 0.0], [0.0, 0.0, 0.0], [0.0, 0.0, 0.0], [0.0, 0.0, 0.0], [0.0, 0.0, -0.1], [0.0, 0.0, 0.0], [0.0, 0.0, 0.0], [0.0, 0.0, 0.0], [0.0, 0.0, 0.0], [0.0, 0.0, 0.0], [0.0, 0.0, 0.0], [0.0, 0.0, 0.0]]
}

(2)
{
  "formula": "C22H23FN2O3",
  "method": "the ωB97M-V functional and the def2-TZVPD basis",
  "homo_ev": -8.70,
  "de_lowest_kj_mol": 145.6,
  "total_energy_ha": -1287.23716,
  "orbital_gap_ha": 0.3178,
  "smiles": "Cc1ccc(/C(O)=C2\\C(=O)C(=O)N(CCN(C)C)[C@H]2c2ccccc2F)cc1",
  "e_lumo_ev": -0.05,
  "max_force_ev_per_a": 0.7,
  "species": ["C", "C", "C", "C", "C", "C", "O", "C", "C", "O", "C", "O", "N", "C", "C", "N", "C", "C", "C", "C", "C", "C", "C", "C", "C", "F", "C", "C", "H", "H", "H", "H", "H", "H", "H", "H", "H", "H", "H", "H", "H", "H", "H", "H", "H", "H", "H", "H", "H", "H", "H"],
  "coordinates": [[5.3391, 4.6510, 0.2615], [4.1580, 3.7432, 0.4026], [3.2031, 3.6662, -0.6067], [2.1269, 2.8087, -0.5082], [1.9771, 2.0047, 0.6188], [0.8318, 1.0994, 0.7728], [0.1695, 1.1458, 1.9550], [0.4179, 0.2225, -0.1703], [1.0758, -0.1064, -1.4282], [2.0402, 0.4098, -1.9448], [0.2941, -1.2844, -2.0038], [0.4863, -1.8525, -3.0573], [-0.6857, -1.5794, -1.1225], [-1.6384, -2.6339, -1.3431], [-3.0873, -2.1289, -1.3273], [-3.2332, -0.8538, -2.0060], [-4.5395, -0.2799, -1.7583], [-2.9730, -0.9520, -3.4299], [-0.7612, -0.7027, 0.0252], [-0.7064, -1.4739, 1.3223], [-1.7527, -1.4364, 2.2332], [-1.7002, -2.1568, 3.4135], [-0.5935, -2.9361, 3.7042], [0.4645, -2.9900, 2.8143], [0.3944, -2.2607, 1.6419], [1.4387, -2.3224, 0.7899], [2.9167, 2.0950, 1.6446], [3.9981, 2.9468, 1.5295], [5.0449, 5.6029, -0.1755], [5.8120, 4.8327, 1.2236], [6.0757, 4.1948, -0.4000], [3.3106, 4.2853, -1.4849], [1.3925, 2.7664, -1.2956], [0.5809, 1.8030, 2.5333], [-1.3820, -3.0722, -2.3104], [-1.5289, -3.4071, -0.5722], [-3.7309, -2.9124, -1.7676], [-3.4016, -1.9873, -0.2890], [-4.6870, -0.1578, -0.6852], [-4.5891, 0.7013, -2.2278], [-5.3602, -0.8985, -2.1543], [-1.9521, -1.2824, -3.6015], [-3.0893, 0.0345, -3.8754], [-3.6621, -1.6478, -3.9333], [-1.7001, -0.1323, -0.0083], [-2.6141, -0.8232, 2.0140], [-2.5255, -2.1107, 4.1075], [-0.5504, -3.5010, 4.6226], [1.3417, -3.5852, 3.0133], [2.8247, 1.4642, 2.5196], [4.7289, 2.9898, 2.3242]],
  "forces_ev_per_angstrom": [[0.0, 0.0, 0.0], [-0.1, 0.0, 0.1], [0.0, 0.0, 0.1], [0.0, 0.0, 0.2], [0.2, 0.2, 0.2], [-0.1, -0.3, -0.5], [0.1, 0.0, -0.1], [-0.2, 0.3, 0.6], [0.5, 0.5, 0.1], [-0.3, -0.4, -0.2], [-0.1, -0.4, -0.5], [0.2, 0.1, -0.1], [0.0, 0.1, 0.1], [-0.2, -0.2, -0.2], [0.2, 0.1, 0.0], [-0.1, -0.1, 0.1], [0.1, 0.0, 0.0], [0.1, 0.0, 0.1], [0.0, 0.2, 0.4], [0.1, -0.2, -0.1], [0.2, -0.1, 0.0], [-0.1, 0.0, 0.1], [0.0, 0.0, 0.0], [0.1, 0.0, -0.2], [-0.2, 0.0, 0.2], [-0.1, 0.0, 0.0], [-0.1, -0.1, -0.1], [0.0, 0.1, 0.0], [0.0, 0.1, 0.0], [0.1, 0.0, 0.0], [0.1, 0.0, 0.0], [0.0, 0.1, -0.1], [0.0, 0.0, -0.1], [0.0, 0.0, -0.2], [0.0, 0.0, 0.1], [0.0, 0.0, -0.1], [0.0, 0.0, 0.1], [-0.1, 0.0, 0.0], [-0.1, 0.0, 0.0], [-0.1, 0.0, 0.0], [0.0, 0.0, 0.0], [0.1, 0.0, -0.1], [0.0, 0.0, -0.1], [0.0, 0.0, 0.0], [0.1, -0.1, 0.0], [-0.1, 0.1, -0.1], [-0.1, 0.0, 0.1], [0.0, -0.1, 0.1], [0.1, -0.1, 0.0], [0.0, -0.1, 0.1], [0.1, 0.0, 0.1]]
}

(3)
{
  "formula": "C22H23FN2O4S2",
  "method": "the ωB97M-V functional and the def2-TZVPD basis",
  "homo_ev": -7.98,
  "de_lowest_kj_mol": 102.1,
  "total_energy_ha": -2158.83770,
  "orbital_gap_ha": 0.3013,
  "smiles": "Cc1ccc(S(=O)(=O)N(CC(=O)NCCSCc2ccco2)c2ccc(F)cc2)cc1",
  "e_lumo_ev": 0.22,
  "max_force_ev_per_a": 1.5,
  "species": ["C", "C", "C", "C", "C", "S", "O", "O", "N", "C", "C", "O", "N", "C", "C", "S", "C", "C", "C", "C", "C", "O", "C", "C", "C", "C", "F", "C", "C", "C", "C", "H", "H", "H", "H", "H", "H", "H", "H", "H", "H", "H", "H", "H", "H", "H", "H", "H", "H", "H", "H", "H", "H", "H"],
  "coordinates": [[3.8993, -3.3183, 3.8427], [3.1758, -2.1829, 3.1913], [1.9658, -1.7249, 3.7026], [1.2846, -0.6902, 3.0862], [1.8189, -0.1139, 1.9509], [0.9860, 1.2443, 1.1507], [-0.3524, 1.3777, 1.6679], [1.7978, 2.4236, 1.2187], [0.9713, 0.7843, -0.4657], [1.3313, 1.7941, -1.4366], [0.1094, 2.5829, -1.9392], [-0.1171, 2.7418, -3.1185], [-0.6329, 3.0836, -0.9393], [-1.8327, 3.8624, -1.1538], [-2.7967, 3.7519, 0.0222], [-4.1039, 2.4908, -0.1452], [-3.1868, 0.9169, 0.1404], [-2.8997, 0.2159, -1.1288], [-3.4406, -0.9117, -1.6768], [-2.8162, -1.0788, -2.9366], [-1.9514, -0.0383, -3.0650], [-1.9937, 0.7457, -1.9771], [0.5282, -0.4896, -0.8170], [0.8924, -1.0918, -2.0229], [0.4897, -2.3788, -2.3214], [-0.2814, -3.0747, -1.4107], [-0.6692, -4.3357, -1.6975], [-0.6673, -2.5015, -0.2145], [-0.2649, -1.2124, 0.0758], [3.0236, -0.5433, 1.4286], [3.6964, -1.5791, 2.0493], [4.9758, -3.1885, 3.7640], [3.6379, -4.2530, 3.3463], [3.6266, -3.4051, 4.8910], [1.5547, -2.1806, 4.5908], [0.3468, -0.3218, 3.4713], [1.8482, 1.3610, -2.2926], [2.0060, 2.4907, -0.9319], [-0.3360, 2.9455, 0.0150], [-2.2940, 3.5116, -2.0811], [-1.5573, 4.9167, -1.2924], [-2.2584, 3.5500, 0.9494], [-3.3577, 4.6790, 0.1341], [-2.2819, 1.1779, 0.6869], [-3.8367, 0.3035, 0.7614], [-4.1874, -1.5414, -1.2385], [-2.9954, -1.8617, -3.6442], [-1.2851, 0.2629, -3.8482], [1.4881, -0.5610, -2.7463], [0.7674, -2.8408, -3.2552], [-1.2872, -3.0539, 0.4730], [-0.5978, -0.7539, 0.9899], [3.4222, -0.0634, 0.5488], [4.6375, -1.9236, 1.6475]],
  "forces_ev_per_angstrom": [[0.0, -0.1, 0.0], [-0.1, 0.1, 0.0], [0.1, 0.1, -0.1], [-0.2, 0.1, 0.0], [-0.3, 0.4, -0.2], [0.4, -0.3, -0.2], [0.1, -0.3, 0.2], [0.2, 0.1, -0.1], [0.5, 0.6, 1.2], [0.0, 0.4, -0.3], [0.4, -0.1, 0.4], [0.0, 0.0, -0.5], [-0.2, 0.1, 0.3], [0.0, 0.3, -0.3], [-0.2, -0.5, -0.2], [0.1, 0.0, 0.2], [-0.1, 0.6, -0.3], [-0.6, -0.8, 0.1], [0.2, 0.6, 0.5], [0.4, 0.4, -0.3], [-0.3, -0.7, -0.6], [-0.1, 0.4, 0.3], [-0.4, -1.0, -0.1], [0.1, 0.2, 0.2], [-0.1, -0.3, 0.2], [0.1, 0.2, 0.1], [0.0, 0.1, 0.0], [0.1, -0.2, -0.2], [0.0, -0.1, -0.3], [0.1, 0.0, 0.0], [-0.1, 0.1, 0.0], [0.1, 0.0, 0.0], [0.0, -0.1, 0.0], [0.0, 0.0, 0.1], [0.0, 0.0, 0.1], [-0.1, 0.0, 0.1], [-0.1, 0.0, 0.1], [0.0, 0.0, -0.3], [-0.1, 0.1, -0.2], [0.0, 0.1, 0.1], [-0.1, -0.1, 0.0], [0.0, 0.2, 0.1], [0.1, 0.0, 0.1], [-0.1, -0.1, 0.1], [0.1, -0.1, 0.0], [-0.2, -0.1, 0.2], [0.0, -0.1, -0.2], [0.1, 0.1, -0.1], [0.1, 0.1, -0.1], [0.0, -0.1, -0.1], [-0.1, -0.1, 0.1], [-0.1, -0.1, 0.0], [0.1, 0.0, -0.1], [0.1, 0.0, 0.0]]
}